(1)
Molecular formula: C33H88N12O17
Method: DFT, ωB97M-V/def2-TZVPD

```
150
Properties=species:S:1:pos:R:3:mulliken_charge:R:1
O -3.9350 -2.5970 4.6921 -0.4605
C -10.2636 3.5707 -1.8189 -0.5233
H -1.9412 2.8535 -2.1474 0.3274
O 1.6631 -4.0751 -9.9366 -0.6211
C 2.2734 -3.6585 -9.0053 0.6397
N -4.2724 5.2821 -7.0175 -0.3488
C -4.2055 -5.6196 7.5493 -0.7673
C -5.0246 5.7916 -6.1346 0.5783
H 10.3329 0.8161 1.8906 0.4450
C -2.8187 -4.2799 5.9051 1.6903
H -4.8511 -8.4327 0.4367 0.2520
C -10.5489 2.1892 -2.2126 -0.2873
H 2.2918 -4.2221 -1.4823 0.3303
C 10.7032 1.2880 2.8007 -1.7025
O 3.4094 -7.3541 -2.1392 -0.5295
C 7.0639 0.7718 4.4395 1.1971
H -0.8721 -4.7056 5.0088 0.3763
H 4.0922 -2.8371 -8.3987 0.1588
O 8.1710 2.6438 3.4579 -0.4540
H -8.4282 3.6727 -1.5767 0.3187
H -0.8980 1.1056 -4.1984 0.3173
H -5.2658 -3.6475 -8.3702 0.2140
H -4.4573 -6.6149 7.9155 0.4358
H 10.7660 -0.9902 4.4066 0.4160
O 1.5747 7.8246 -6.9092 -0.5466
H -2.0817 -5.7885 7.2416 0.3657
N -5.0935 4.4863 3.7489 -0.3534
C -0.9330 1.3938 -1.6163 -0.2387
O 3.9260 -4.6073 -2.3640 -0.5068
C -5.5382 -5.2351 6.8317 -1.2912
H -3.9375 -1.8739 5.3235 0.3612
C -4.6383 4.2745 4.8815 0.6251
H -2.2380 -5.4504 4.1537 0.4019
C 5.7231 1.0390 3.7075 -1.7825
H 1.3472 9.0228 -5.2300 0.2538
H 5.4623 2.0948 3.6335 0.3692
H -5.8244 -0.2882 -6.3961 0.1965
H 4.4672 -5.3917 -2.4804 0.3082
H -6.9368 -1.0192 -7.5151 0.1231
H 0.1056 9.2872 -6.4601 0.3047
O -5.0983 5.5137 -4.9738 -0.6353
H -6.0950 -3.1796 8.1345 0.3130
H 5.7426 0.6108 2.7053 0.4345
H 1.7264 -6.2631 -2.7508 0.3266
H -6.1028 -1.9286 7.0743 0.4199
C -4.4980 -7.0053 -0.8683 0.6088
H -7.6261 -3.9224 5.6849 0.3392
N 8.2383 1.2820 3.7267 0.2931
H 7.6170 0.7367 6.7497 0.2952
N -4.1354 -3.7973 5.3927 0.1061
H -9.7832 2.0526 -2.9763 0.2548
H 6.6193 2.4097 -2.8778 0.3068
O 6.4174 3.3483 -2.8836 -0.5126
H -6.7135 -2.5961 -8.3880 0.1675
H 1.9894 11.1937 -5.9738 0.2835
H -6.4571 -4.2801 4.4268 0.4544
O -3.7197 3.5177 5.0869 -0.6821
H 4.9665 0.4749 4.2528 0.4014
N -4.1388 -5.7746 -0.8768 -0.3488
H 2.8751 -8.0991 -2.4243 0.3269
C 9.7852 -0.6771 4.0486 -1.1474
H 7.0650 2.2914 6.1257 0.3812
H 3.8727 -3.0535 -10.0751 0.2063
H -4.5821 4.0361 3.0032 0.2171
C 6.8597 4.0065 -4.0484 -0.3891
C 1.1751 9.1529 -6.2984 -0.2255
H 6.6851 5.0710 -3.8919 0.2985
C -2.1580 -3.3371 6.7559 -1.9847
H 0.8822 -3.7138 -7.5605 0.2219
H 9.6666 2.5935 5.5135 0.2793
N 1.7589 -3.3153 -7.8648 -0.3596
O -4.7057 -7.5986 -1.8673 -0.6194
H 9.7161 -1.2289 3.1111 0.4518
H 8.3206 4.2263 -5.5216 0.2936
C 9.6653 0.9363 3.9847 1.0567
N 3.5122 -3.1978 -9.1427 -0.4052
O 1.6065 10.8873 -8.0284 -0.4959
N -5.5599 6.8608 -6.6519 -0.4223
H 0.7962 1.1831 -2.8852 0.3039
C -6.6487 -3.6438 5.2909 -1.9280
H 9.0494 4.1440 -3.9435 0.3022
H -5.7721 -5.9258 6.0215 0.3718
H -4.1445 5.4878 -7.9980 0.1568
O -9.1610 3.6103 -0.9597 -0.5122
H -2.9979 -6.3813 5.8704 0.3628
H 8.8391 -0.9306 5.9646 0.2439
H -10.4148 4.3632 -2.5518 0.3536
O -0.6678 2.0167 -4.0022 -0.4936
H 8.2301 2.5703 2.5025 0.3656
O -10.5309 1.1016 -1.3099 -0.4875
H -6.4633 -5.2690 7.4071 0.5377
H 6.5185 -1.2617 5.0665 0.3931
H -5.9239 5.0116 3.5155 0.1703
N -5.2618 4.9133 5.8025 -0.3659
H -3.6282 4.5336 -6.8056 0.2212
C -1.8931 -4.5492 4.6606 -1.7932
H 10.1566 1.0457 6.2088 0.3197
C -2.9663 -5.6026 6.6325 -1.0464
H 3.0279 9.9538 -6.9101 0.2731
H -0.4565 1.4038 -0.6360 0.2652
C -0.0020 1.9147 -2.7602 -0.6007
C 8.6444 -1.2393 4.9375 -0.5642
C -5.5340 -2.8388 7.2643 -1.5739
C 2.9108 -5.1193 -1.4950 -0.3900
C -5.2589 -2.0564 -7.1424 0.6953
C 10.1985 1.6638 5.3120 -1.5336
H 8.7848 -2.3059 4.7621 0.3675
C -5.4068 -3.8431 6.1487 1.6451
H -4.0067 -5.3296 0.0202 0.1447
H 11.2885 1.6713 5.3157 0.4442
H 5.9762 0.9950 6.3869 0.4532
H -6.5955 -2.6177 4.9269 0.4116
C 2.3955 -6.4651 -1.9144 -0.4376
H -4.5288 -2.5378 7.5595 0.2797
H 11.7131 0.9948 3.0877 0.3971
H 6.2312 3.7025 -4.8855 0.2725
H 1.6799 -6.9162 -1.2270 0.3540
N -4.4064 -7.5303 0.3473 -0.4598
C 2.0510 10.3953 -6.7133 -0.4360
H -4.0251 -5.1931 8.5360 0.3567
O -1.8540 2.3912 -1.3106 -0.4810
H 3.2811 -5.5098 -0.5471 0.2169
H 0.7082 11.1861 -7.8693 0.2948
H -5.9251 5.5354 5.3632 0.1602
H -6.3166 7.2810 -6.1314 0.2453
H -5.2602 4.5730 6.7535 0.2293
H 10.4768 2.3197 2.5314 0.4182
N -6.0738 -1.0644 -6.9923 -0.3686
H -1.1701 -3.7549 6.9497 0.4775
H -1.9053 -2.3404 6.3941 0.3440
H -9.6996 1.2405 -0.8502 0.3190
H -5.6576 6.8028 -7.6555 0.2055
H 6.9851 -1.1483 3.4193 0.4535
H -11.5178 2.2352 -2.7098 0.3055
H -1.3542 0.4035 -1.7894 0.2721
H -1.9284 -3.7126 3.9628 0.3731
H -4.6680 -6.8846 1.0785 0.2057
H 0.8828 7.1701 -7.0305 0.2934
H -4.0885 -5.2959 -1.7647 0.2172
O 8.5551 2.3577 -4.6480 -0.5287
C 6.9750 1.2116 6.0078 -1.6101
H -2.6712 -3.2011 7.7079 0.4211
H 0.3971 2.9057 -2.5441 0.3283
H -11.0173 3.8395 -1.0789 0.2580
N -5.7883 -2.8392 -8.0640 -0.3544
C 8.2420 3.7359 -4.5514 -0.3372
H 2.4243 -2.8705 -7.2488 0.1601
C 7.2834 -0.8328 4.4191 -1.0823
O -4.2159 -2.0398 -6.4788 -0.6735
H 9.3451 2.2318 -5.1788 0.2938
```

Net charge   0
Maximum force   9.29 eV/A
HOMO energy   -8.0 eV
HOMO-LUMO gap   0.297 Ha
SMILES string   CC1(C)CCCC(C)(C)N1O.CC1(C)CCCC(C)(C)N1O.NC(N)=O.NC(N)=O.NC(N)=O.NC(N)=O.NC(N)=O.OCCO.OCCO.OCCO.OCCO.OCCO


(2)
Molecular formula: C33H88O11
Method: DFT, ωB97M-V/def2-TZVPD

```
132
Properties=species:S:1:pos:R:3:mulliken_charge:R:1
C -1.6260 -5.1409 -2.4702 -1.3005
H 2.5321 -2.5080 4.7064 0.0168
C -4.6845 -4.8620 1.7943 -1.0573
H 1.9198 3.6952 -1.9801 0.0120
C 3.1598 -1.9072 5.3682 -1.0015
H 1.3614 3.4797 -3.6218 0.3030
H 2.7293 0.4568 -3.4798 0.2785
O -3.3856 -3.8343 -3.5785 -0.5806
H 1.5160 7.5667 -2.2292 0.3673
H 2.6031 0.9939 0.4460 0.3816
H 3.4880 -1.9609 -3.6582 0.4317
H 1.6823 5.9941 -4.8095 0.3530
C -5.0372 1.6545 0.4051 -1.6722
H -2.3669 2.5237 4.4929 0.3949
H 3.7281 -2.5670 6.0217 0.4019
C 2.0573 -0.4039 -3.5067 -0.9380
H 2.5483 -1.1322 -1.1538 0.0417
H 1.5679 1.2736 -0.9727 -0.1565
O -4.3321 -3.1333 3.4936 -0.5554
C 1.5849 1.2237 0.1161 -1.9130
C 1.8514 4.1895 -2.9523 -0.8881
H 2.1485 -3.7450 -2.5869 0.3621
H 4.9061 -1.4307 4.1809 0.3291
H 0.0495 -6.2240 0.6874 0.4485
H 2.9585 6.7761 -2.9355 0.3530
H -2.9456 -2.5994 1.3885 -0.1490
H -4.5585 2.5926 0.6793 0.4129
C -0.3140 1.8935 4.2360 1.1727
H 6.0567 4.3526 1.7560 0.2821
H 0.9507 -2.6373 -2.0369 -0.3220
C -0.5826 0.4373 4.5903 -0.7431
H -1.5461 -0.2839 0.6474 0.1542
H -3.6609 -5.1049 1.4959 0.0945
H -3.8821 -4.6567 -3.6594 0.3789
H -4.9686 -0.4571 -2.3030 0.2129
H 2.8204 -1.0761 2.7454 0.0029
C 2.6984 -1.6651 -2.9629 0.3563
H 1.1620 -2.9314 -3.7781 0.4288
H 4.4960 3.0301 0.1394 0.3028
O -0.2871 -2.9884 1.4696 -0.3356
H -1.1305 -2.4656 -3.0083 0.2761
H 0.2419 5.4386 -2.4485 0.2923
H -0.3234 2.0391 -2.9563 -0.2645
H -1.6149 2.9695 -3.8067 0.6141
H -2.6259 -1.8592 -2.3279 -0.2961
H -5.3193 -5.0239 0.9185 0.2999
H -1.1650 1.4489 0.5670 0.4955
H -0.9816 -5.1147 -3.3525 0.3628
H 6.5140 6.7535 0.9673 0.3891
H -1.2463 0.3547 5.4502 0.4222
C -1.0581 0.6103 -5.2519 -1.6278
H -6.2385 -0.1581 -1.1305 0.4325
H -3.4196 -0.1606 -4.3451 0.3477
C 2.0648 6.6314 -2.3218 -1.3549
C -0.3778 -5.4030 1.2689 -1.3598
H -0.5183 -5.6996 2.3080 0.4428
H -1.3939 3.6739 3.5985 0.3604
H 2.4570 -1.3152 5.9608 0.3055
H 2.3419 -3.3561 1.8253 0.2267
H 7.4994 4.6053 -0.0057 0.3328
H -0.0358 0.9831 -5.2995 0.2388
O 3.3114 -1.3968 -1.7016 -0.6650
C -2.5732 -3.9653 -2.4141 0.4765
C 1.2108 5.5563 -2.9425 0.4591
H 1.5138 2.2418 0.5144 0.6834
H -3.9784 1.8161 -2.6017 0.2385
H -1.0982 -0.1169 3.7951 0.0716
O 4.3860 0.1910 5.4022 -0.5632
C -1.7695 0.7870 -3.9153 3.0133
C 0.5922 0.1807 0.6064 1.9022
H 0.8757 2.2458 5.7681 0.3268
H -1.4408 -0.0422 -3.2742 -1.2774
C 1.6838 -2.7835 -2.8275 -0.7047
H -4.2219 -1.3946 1.4341 0.1880
C -4.0227 -2.4544 1.2712 -0.1425
C -1.8625 -2.6344 -2.2195 0.1670
H -1.0061 -5.2261 -1.5755 0.1286
H -1.0413 -0.4666 -5.4474 0.3780
C 3.2889 -0.3366 3.3952 -0.5711
H 0.6098 0.1236 1.7014 -0.4303
H -6.1229 1.7282 0.3657 0.3738
C -1.5674 2.6087 3.7568 -1.4011
C 0.4712 -4.1343 1.0827 1.5120
C -4.4501 1.0537 -0.8625 2.4722
H 2.4267 6.3486 -1.3299 0.2711
H 3.8200 4.5398 -0.3136 -0.1271
C 5.5634 6.2409 0.7954 -1.2390
C 1.7116 -4.2362 1.9672 -1.5833
H 2.2597 -5.1563 1.7580 0.4519
H 3.9295 0.3322 2.8212 0.3806
H -1.3718 -5.2621 0.8327 0.0610
H 5.1958 6.5302 -0.1911 0.2751
H -4.7874 -1.1515 -0.7303 -0.1691
O 1.0120 -1.0199 -0.0149 1.0135
H 1.8083 -0.5750 -4.5596 0.5523
C 4.3806 4.0588 0.4919 -0.7862
H -1.6059 1.0780 -6.0721 0.4475
H 0.4644 1.9313 3.4658 -0.1198
O 6.6068 4.3512 -0.2642 -0.5646
H -4.9627 -5.5779 2.5661 0.4218
C 5.7202 4.7228 0.7811 0.3702
H -3.3918 0.8107 -0.7024 -0.9526
H 0.5994 -1.7996 0.3973 -0.6519
C -4.8041 -3.3909 2.1610 0.2766
H -1.8642 2.2187 -2.2379 0.1798
C -1.3834 2.0862 -3.2118 -1.2993
H 1.4546 -4.2426 3.0297 0.3000
H 4.8791 6.6446 1.5440 0.3290
C -0.8672 0.4556 0.2189 -0.7685
H -1.0097 0.4434 -0.8649 -0.4961
H -5.8529 -3.0683 2.1540 0.2272
O 0.8720 5.9043 -4.2956 -0.5876
H 2.4591 0.2880 3.7492 -0.0012
H -3.2188 -4.1471 -1.5447 -0.0849
H 0.7416 -4.0357 0.0307 -0.3582
H -1.9223 2.2179 2.7996 0.1909
C -5.1594 -0.2639 -1.2470 -0.7622
H -4.7491 -3.7410 4.1105 0.3193
H 0.3458 -0.1157 4.7527 0.0136
O -4.6233 2.0089 -1.8947 -0.7214
O -3.1844 0.7387 -4.0868 -0.6677
H -4.2310 -2.5883 0.2051 -0.1090
O 0.0256 2.5772 5.4525 -0.6086
H -0.6980 -3.1257 2.3296 0.1909
H -1.3903 -2.5278 -1.2437 0.0629
H 5.1286 -0.0451 5.9671 0.3228
H 2.8545 4.2350 -3.4015 0.4657
C 4.0269 -0.9134 4.5884 0.3277
H 1.1485 -0.0683 -2.9976 -0.1878
H -2.1427 -6.1074 -2.5025 0.4279
H 3.7565 4.0012 1.3853 0.4369
H -4.8279 0.9782 1.2455 0.2969
```

Net charge   0
Maximum force   2.07 eV/A
Relative energy (zero: lowest compared OMol25 entry of this formula, charge and spin)   160.7 kJ/mol
HOMO energy   -9.5 eV
HOMO-LUMO gap   0.366 Ha
SMILES string   CC(C)O.CC(C)O.CC(C)O.CC(C)O.CC(C)O.CC(C)O.CC(C)O.CC(C)O.CC(C)O.CC(C)O.CC(C)O